# 1
C5H5NO | wB97M-V/def2-TZVPD

Geometry (Å):
N (0.323, -0.063, 3.000)
C (-0.218, 0.158, 1.999)
C (-1.054, 0.250, 0.836)
C (-0.850, -0.524, -0.240)
C (0.568, -0.787, -0.634)
C (0.878, 0.664, -1.083)
O (0.709, 1.612, -0.361)
H (-1.860, 0.972, 0.886)
H (-1.604, -0.568, -1.023)
H (0.735, -1.508, -1.440)
H (1.213, -1.042, 0.218)
H (1.146, 0.823, -2.135)

The spin multiplicity is 1. The value obtained for the gap between HOMO and LUMO is 9.553 eV. As for the structure (SMILES): N#C/C=C\CC=O. As for the LUMO energy: -0.23 eV. As for the charge: 0.

=====

# 2
C5H5NO | wB97M-V/def2-TZVPD

Geometry (Å):
N (1.496, 2.104, -1.320)
C (1.172, 1.043, -0.991)
C (0.773, -0.317, -0.580)
O (1.236, -0.576, 0.812)
C (0.313, -0.376, 1.728)
C (-0.872, 0.189, 0.964)
C (-0.714, -0.527, -0.375)
H (1.275, -1.041, -1.222)
H (-0.818, -1.596, -0.160)
H (-1.849, 0.101, 1.443)
H (-0.630, 1.266, 0.897)
H (-1.381, -0.269, -1.197)

The spin multiplicity is 1. The value obtained for the gap between HOMO and LUMO is 9.591 eV. As for the LUMO energy: 0.51 eV. As for the charge: 0.

=====

# 3
C5H5NO | wB97M-V/def2-TZVPD

Geometry (Å):
C (-1.002, -1.353, 0.733)
C (-1.369, -0.338, 0.142)
C (-0.509, 0.616, -0.590)
C (-0.598, 1.971, 0.001)
N (-0.684, 3.020, 0.482)
C (0.938, -0.046, -0.477)
O (0.972, -1.319, 0.292)
H (-1.056, -2.237, 1.319)
H (-0.836, 0.715, -1.640)
H (1.649, 0.639, -0.023)
H (1.244, -0.382, -1.467)
H (1.252, -1.285, 1.228)

The spin multiplicity is 1. The value obtained for the gap between HOMO and LUMO is 9.851 eV. As for the structure (SMILES): C#C[C@@H](C#N)CO. As for the LUMO energy: 0.46 eV. As for the charge: 0.

=====

# 4
C5H5NO | wB97M-V/def2-TZVPD

Geometry (Å):
O (2.278, 0.840, -0.849)
C (1.210, 0.536, -0.246)
C (1.051, -0.945, -0.147)
C (-1.044, -0.081, -0.189)
C (-0.205, 1.030, -0.179)
C (-2.241, -0.194, 0.605)
N (-3.179, -0.306, 1.280)
H (1.234, -1.521, -1.059)
H (1.241, -1.480, 0.786)
H (-0.986, -0.769, -1.031)
H (1.118, 0.853, 0.894)
H (-0.478, 2.036, 0.136)

The spin multiplicity is 1. The value obtained for the gap between HOMO and LUMO (spin up / spin down) is 7.745 / 7.748 eV. As for the LUMO energy (spin up / spin down): -1.62 / -1.61 eV. As for the charge: 0.

=====

# 5
C5H5NO | wB97M-V/def2-TZVPD

Geometry (Å):
O (-1.892, 0.535, 0.311)
C (-1.246, 0.476, -0.690)
C (-1.557, 0.515, -2.194)
C (-0.315, 0.703, -2.639)
C (0.026, 0.141, -1.300)
H (0.164, 0.897, -3.600)
H (0.402, -0.877, -1.168)
C (1.227, -0.561, 2.382)
N (0.372, -0.831, 1.488)
H (1.000, -0.069, 3.335)
H (2.272, -0.830, 2.212)
H (-0.560, -0.504, 1.751)

The spin multiplicity is 1. The value obtained for the gap between HOMO and LUMO (spin up / spin down) is 8.656 / 8.656 eV. As for the structure (SMILES): O=C1C2=C[C@@H]12.C=N. As for the LUMO energy (spin up / spin down): -0.30 / -0.30 eV. As for the charge: 0.

=====

# 6
C5H5NO | wB97M-V/def2-TZVPD

Geometry (Å):
O (-1.133, 2.251, 0.064)
C (-0.473, 1.357, 0.362)
C (0.323, 0.302, 0.679)
C (-0.374, -0.968, -0.009)
C (1.011, -0.637, -0.349)
C (1.394, -0.217, -1.680)
N (1.630, 0.046, -2.781)
H (-2.000, 0.061, 1.413)
H (0.564, 0.186, 1.732)
H (-1.043, -0.602, -0.806)
H (-1.695, -0.613, 1.183)
H (1.797, -1.165, 0.194)

The spin multiplicity is 1. The value obtained for the gap between HOMO and LUMO is 7.961 eV. As for the LUMO energy: -0.57 eV. As for the charge: 0.

=====

# 7
C5H5NO | wB97M-V/def2-TZVPD

Geometry (Å):
N (2.804, -0.668, -1.168)
C (1.763, -0.342, -0.780)
C (0.482, 0.145, -0.342)
C (-0.756, 0.110, -1.026)
C (-0.783, -0.515, 0.704)
C (0.107, 0.704, 0.999)
O (-0.004, -1.571, 0.655)
H (-1.368, 1.007, -0.994)
H (-0.896, -0.571, -1.860)
H (-1.835, -0.545, 1.042)
H (-0.328, 1.704, 0.961)
H (0.813, 0.543, 1.809)

The spin multiplicity is 1. The value obtained for the gap between HOMO and LUMO is 8.128 eV. As for the LUMO energy: -0.89 eV. As for the charge: 0.

=====

# 8
C5H5NO | wB97M-V/def2-TZVPD

Geometry (Å):
O (-0.251, 2.750, -0.674)
C (-0.105, 1.627, -0.789)
C (-0.961, -0.570, -0.491)
N (0.332, -0.704, -1.069)
C (1.173, -0.156, -0.059)
C (0.516, -0.076, 1.127)
C (-0.873, -0.341, 0.844)
H (-1.831, -0.786, -1.089)
H (0.546, -1.681, -1.173)
H (2.216, 0.012, -0.276)
H (0.924, 0.219, 2.089)
H (-1.686, -0.295, 1.560)

The spin multiplicity is 1. The value obtained for the gap between HOMO and LUMO is 10.136 eV. As for the LUMO energy: 1.15 eV. As for the charge: 0.

=====

# 9
C5H5NO2 | wB97M-V/def2-TZVPD

Geometry (Å):
C (-1.286, -0.369, -0.029)
C (-0.570, 0.486, 0.978)
C (-0.413, 0.412, -1.022)
C (0.993, -0.013, -0.691)
C (0.898, 0.018, 0.795)
H (-0.991, 0.815, 1.961)
H (-0.762, 0.607, -1.991)
H (1.783, 0.457, -1.285)
H (0.511, -1.921, -0.179)
H (1.559, 0.247, 1.587)
N (1.201, -1.213, 0.000)
O (-2.290, -1.040, -0.024)
O (-0.632, 1.512, -0.102)

The spin multiplicity is 1. The value obtained for the gap between HOMO and LUMO is 10.864 eV. As for the LUMO energy: 0.95 eV. As for the charge: 0.

=====

# 10
C5H5NO2 | wB97M-V/def2-TZVPD

Geometry (Å):
C (1.751, 1.047, -1.002)
C (0.942, 0.714, -0.173)
C (1.355, -2.936, -1.602)
C (5.173, 0.124, 1.246)
C (0.080, 0.450, 0.987)
N (0.884, -1.940, -1.941)
O (4.449, 0.997, 1.489)
O (5.915, -0.769, 1.096)
H (2.100, 1.272, -1.925)
H (-0.251, -0.520, 0.824)
H (-0.717, 1.215, 0.948)
H (0.699, 0.660, 1.884)
H (0.788, -1.167, -2.580)

The spin multiplicity is 1. The value obtained for the gap between HOMO and LUMO is 10.784 eV. As for the LUMO energy: 0.56 eV. As for the charge: 0.

=====

# 11
C5H5NO2 | wB97M-V/def2-TZVPD

Geometry (Å):
C (-0.003, -1.978, -0.386)
C (-0.499, -0.744, -0.816)
C (-1.743, -0.837, -1.764)
N (-2.640, -0.779, -2.399)
C (-0.029, 0.634, -0.507)
O (-0.479, 1.591, -0.887)
O (0.938, 0.517, 0.443)
C (0.991, 1.455, 1.484)
H (-0.384, -3.135, -0.465)
H (0.826, -2.082, 0.259)
H (1.948, 1.398, 1.904)
H (-0.165, 1.545, 1.951)
H (1.239, 2.415, 1.182)

The spin multiplicity is 1. The value obtained for the gap between HOMO and LUMO is 10.322 eV. As for the structure (SMILES): C=C(C#N)C(=O)OC. As for the LUMO energy: -0.50 eV. As for the charge: 0.

=====

# 12
C5H5NO2 | wB97M-V/def2-TZVPD

Geometry (Å):
C (-1.910, 2.110, -0.764)
C (-1.442, 0.335, 0.899)
C (1.966, 0.058, 0.305)
C (-0.691, -0.770, 0.732)
C (0.115, -1.209, -0.648)
N (-1.576, 1.238, -0.027)
O (3.068, 0.572, 0.424)
O (1.402, -0.441, -0.827)
H (-1.909, 3.206, -0.802)
H (1.760, -0.188, 1.392)
H (-0.806, -1.601, 1.389)
H (0.436, -2.217, -0.506)
H (-0.413, -1.092, -1.568)

The spin multiplicity is 1. The value obtained for the gap between HOMO and LUMO (spin up / spin down) is 7.441 / 7.439 eV. As for the LUMO energy (spin up / spin down): -1.12 / -1.12 eV. As for the charge: 0.

=====

# 13
C5H5NO2 | wB97M-V/def2-TZVPD

Geometry (Å):
O (2.967, -0.515, 0.049)
C (1.992, 0.454, 0.263)
C (0.700, 0.229, -0.390)
C (-0.398, -0.829, -0.272)
C (-1.546, -0.046, 0.075)
O (-2.770, -0.504, 0.153)
C (-1.234, 1.330, -0.027)
N (0.124, 1.464, -0.273)
H (2.527, -1.475, -0.367)
H (2.733, 1.353, 0.701)
H (-0.488, -2.038, -0.030)
H (-2.614, -1.567, -0.071)
H (-1.994, 2.145, 0.189)

The spin multiplicity is 1. The value obtained for the gap between HOMO and LUMO is 7.715 eV. As for the structure (SMILES): O/C=C1\C=C(O)C=N1. As for the LUMO energy: -0.56 eV. As for the charge: 0.

=====

# 14
C5H5NO2 | wB97M-V/def2-TZVPD

Geometry (Å):
N (1.921, -1.194, -0.087)
C (0.804, -0.512, 0.123)
C (0.750, 0.860, 0.381)
C (-0.540, 1.419, 0.043)
C (-1.681, 0.689, -0.207)
C (-1.596, -0.745, -0.017)
O (-2.587, -1.437, 0.276)
O (-0.339, -1.267, -0.138)
H (2.934, -0.547, -0.417)
H (2.127, -2.137, 0.280)
H (1.641, 1.422, 0.410)
H (-0.638, 2.539, -0.224)
H (-2.796, 0.910, -0.423)

The spin multiplicity is 1. The value obtained for the gap between HOMO and LUMO is 8.560 eV. As for the structure (SMILES): Nc1cccc(=O)o1. As for the LUMO energy: 0.27 eV. As for the charge: 0.

=====

# 15
C5H5NO2 | wB97M-V/def2-TZVPD

Geometry (Å):
C (-2.377, -0.224, 0.952)
C (-1.194, -0.500, 0.805)
C (0.222, -0.692, 0.374)
C (1.192, 0.158, 1.264)
O (0.961, 0.322, 2.432)
O (0.395, -0.579, -1.022)
N (0.119, 0.647, -1.520)
C (0.251, 0.763, -2.790)
H (-3.382, 0.033, 1.043)
H (0.557, -1.708, 0.636)
H (2.102, 0.511, 0.745)
H (0.018, 1.723, -3.219)
H (0.459, -0.063, -3.474)

The spin multiplicity is 1. The value obtained for the gap between HOMO and LUMO is 10.574 eV. As for the structure (SMILES): C#C[C@H](C=O)ON=C. As for the LUMO energy: 0.87 eV. As for the charge: 0.

=====

# 16
C5H5NO3 | wB97M-V/def2-TZVPD

Geometry (Å):
O (0.717, 1.826, -0.442)
C (0.509, 0.436, -0.732)
C (0.266, 0.058, -2.057)
C (-0.347, -1.268, -1.982)
N (-0.602, -1.344, -0.772)
C (-0.450, -0.078, 0.000)
H (1.493, 2.065, 0.039)
H (0.748, 0.615, -2.888)
H (-0.450, -2.105, -2.729)
H (-1.283, 0.632, -0.159)
H (-0.327, -0.592, 0.880)
O (0.361, 0.896, 3.239)
C (-0.148, -0.055, 3.629)
O (-0.488, -1.085, 3.976)

The spin multiplicity is 1. The value obtained for the gap between HOMO and LUMO is 9.002 eV. As for the structure (SMILES): OC1=CC=NC1.O=C=O. As for the LUMO energy: 0.04 eV. As for the charge: 0.

=====

# 17
C5H5NO3S | wB97M-V/def2-TZVPD

Geometry (Å):
C (2.948, -0.007, 0.774)
C (2.002, 0.160, -0.113)
C (0.613, -0.078, -0.406)
C (-2.380, 0.316, 1.054)
C (-1.627, 0.864, -0.133)
N (3.915, 0.182, 1.421)
O (0.252, -0.928, -1.131)
O (2.835, -2.690, -2.034)
O (-0.195, 0.872, 0.156)
S (3.144, -1.299, -2.149)
H (-2.475, 1.143, 1.840)
H (-3.344, -0.154, 0.925)
H (-1.693, -0.573, 1.326)
H (-2.026, 1.837, -0.457)
H (-1.970, 0.354, -1.074)

The spin multiplicity is 1. The value obtained for the gap between HOMO and LUMO (spin up / spin down) is 6.503 / 6.612 eV. As for the LUMO energy (spin up / spin down): -2.72 / -2.48 eV. As for the charge: 0.

=====

# 18
C5H5NOS | wB97M-V/def2-TZVPD

Geometry (Å):
C (-2.918, -1.185, -0.004)
N (-1.732, -1.587, 0.128)
C (-0.758, -0.777, 0.084)
C (-1.609, 0.895, -0.169)
S (-3.198, 0.572, -0.173)
O (-0.635, 1.787, -0.127)
C (0.589, 1.237, 0.054)
C (0.633, -0.254, -0.153)
H (-3.605, -1.941, 0.245)
H (0.931, 1.642, 1.088)
H (1.210, 1.554, -0.670)
H (1.366, -0.649, 0.583)
H (0.928, -0.795, -1.176)

The spin multiplicity is 1. The value obtained for the gap between HOMO and LUMO is 7.742 eV. As for the structure (SMILES): c1nc2c(s1)OCC2. As for the LUMO energy: 0.75 eV. As for the charge: 0.

=====

Computed ΔE to the lowest compared entry with this formula, charge and spin (eV) in order:
2.079, 3.156, 4.222, 6.043, 5.660, 6.069, 5.085, 2.064, 3.958, 3.218, 3.922, 6.407, 5.745, 2.220, 5.190, 3.029, 5.810, 5.454